Molecular formula: C43H38N3NaO2Sb2
Method: DFT, ωB97M-V/def2-TZVPD

The geometry in XYZ format:
```
89
Properties=species:S:1:pos:R:3:forces:R:3
Sb -1.7246 -1.6599 0.8058 -0.061 -0.326 -0.132
Sb -0.4856 -0.3275 -2.8373 -0.187 -0.240 -0.143
Na -0.4461 0.8577 -0.1498 -0.229 -1.453 0.478
O 0.1094 2.5963 -0.7860 0.406 1.449 -0.341
O 4.4737 1.7659 5.5227 -0.013 0.027 -0.030
N 1.4074 6.2669 4.2399 0.345 -0.356 -0.119
N 0.6903 6.4404 3.2444 -0.194 -0.366 -0.092
N -0.7002 1.8974 1.8032 0.195 0.613 0.105
C -0.2036 3.1506 1.5451 -0.014 -0.103 -0.308
C -0.1720 0.9468 -4.5036 -0.022 0.030 -0.042
C -0.4465 1.4689 -6.8409 0.013 0.014 0.013
C -2.6535 -0.2959 -2.8922 0.016 -0.011 -0.030
C 3.7602 2.8520 5.1110 0.048 -0.033 -0.028
C 3.0199 4.4792 3.5000 -0.022 -0.038 -0.171
C -1.1671 -3.1418 -4.0006 0.011 -0.029 -0.006
C -0.5817 -4.1665 -0.6306 -0.025 -0.006 -0.002
C 2.9590 3.4533 6.0780 -0.031 0.089 -0.092
C 1.0733 -2.4895 -0.1930 -0.009 0.044 -0.032
C -3.2617 -1.6101 -0.7256 0.049 -0.014 -0.034
C -0.2519 -2.9134 -0.1209 -0.068 -0.069 0.016
C -0.0748 4.1145 2.5704 0.003 0.007 0.267
C -3.4678 -5.3151 3.6038 0.023 0.002 0.019
C -2.5474 -3.2227 1.9975 -0.037 -0.065 0.015
C 0.3854 -4.9701 -1.2165 -0.021 0.054 -0.046
C -4.2593 -4.8252 2.5788 0.019 0.049 -0.035
C 1.0405 -2.3641 -4.5083 -0.019 -0.075 0.007
C -1.7596 -3.7230 3.0346 -0.033 -0.012 0.001
C 0.4465 5.3968 2.2675 0.204 0.287 0.341
C -1.0493 2.5119 4.0841 -0.046 -0.176 -0.019
C 0.6698 5.7266 0.9591 0.061 0.011 -0.280
C -3.3751 -0.3110 -1.5442 0.014 0.045 0.047
C 0.4990 2.1522 -4.3187 -0.031 0.061 0.014
C -0.9203 -4.3094 -4.7134 -0.004 -0.005 0.054
C -2.2145 -4.7625 3.8310 -0.018 0.015 -0.025
C 0.7004 3.0100 -5.3947 -0.034 -0.049 0.023
C 2.0427 -3.2851 -0.7891 -0.051 -0.035 -0.004
C -3.8013 -3.7835 1.7785 0.023 -0.058 0.070
C -0.6476 0.6109 -5.7703 0.075 -0.005 -0.025
C 1.6961 -4.5252 -1.3057 0.020 0.038 0.007
C -0.1945 -2.1544 -3.8938 0.087 -0.031 -0.058
C 0.2306 2.6676 -6.6527 -0.010 -0.008 -0.001
C 2.1945 5.0549 4.4492 -0.445 0.416 -0.024
C -1.0877 1.5982 3.0164 -0.021 -0.003 0.042
C 3.8074 3.3802 3.8238 -0.043 0.015 0.125
C 2.2045 4.5613 5.7470 -0.019 -0.096 0.164
C -0.5474 3.7549 3.8560 0.126 0.196 0.021
C 0.5592 4.7924 -0.0740 0.020 0.094 0.139
C 0.1711 3.4701 0.1532 -0.061 0.086 0.202
C 0.3110 -4.5082 -5.3161 0.023 0.020 -0.003
C 5.2984 1.1298 4.5668 -0.019 0.012 0.017
C 1.2938 -3.5327 -5.2111 -0.030 0.023 0.006
H -3.1638 -2.4896 -1.3670 0.005 0.019 -0.020
H -2.9907 -1.1195 -3.5252 -0.027 0.033 0.031
H -2.8861 0.6268 -3.4272 -0.016 0.005 0.029
H 1.3674 -1.5240 0.2085 -0.023 -0.013 0.014
H 3.0543 4.8725 2.4935 -0.027 0.018 -0.022
H 0.8398 2.4408 -3.3304 0.005 -0.014 0.039
H 6.0757 1.8049 4.1993 0.008 -0.005 -0.001
H -1.1628 -0.3297 -5.9323 -0.001 -0.007 0.022
H 2.2557 -3.6779 -5.6849 0.024 -0.005 -0.010
H 2.9564 3.0480 7.0795 0.001 -0.016 0.042
H 1.6019 5.0592 6.4964 -0.009 -0.005 0.010
H 3.0647 -2.9363 -0.8508 0.034 0.012 0.003
H 0.3885 3.3356 -7.4889 0.002 0.013 -0.026
H 1.8160 -1.6081 -4.4540 0.000 0.033 0.026
H 4.4442 2.9498 3.0668 0.022 -0.010 -0.039
H 2.4471 -5.1458 -1.7755 0.023 -0.014 -0.014
H 0.9826 6.7415 0.7416 0.022 -0.002 -0.036
H 0.7794 5.0727 -1.0950 0.016 0.036 -0.023
H -0.5221 4.4851 4.6545 0.029 0.008 -0.009
H -1.6018 -4.5305 -0.5662 -0.016 0.010 0.011
H 0.5044 -5.4162 -5.8713 0.005 -0.026 -0.013
H 1.2189 3.9473 -5.2440 0.016 0.022 0.002
H -0.7750 -3.3110 3.2259 0.018 0.036 -0.022
H 4.7121 0.7612 3.7204 0.010 -0.012 0.002
H -0.8142 1.2022 -7.8231 -0.012 -0.006 -0.020
H -4.1811 -1.7412 -0.1543 -0.019 0.008 0.013
H -3.0550 0.5503 -0.9426 0.006 -0.030 -0.015
H -1.5913 -5.1410 4.6298 0.021 -0.010 0.022
H -4.4366 -0.1210 -1.7316 0.007 -0.045 -0.032
H -2.1355 -3.0135 -3.5328 0.001 -0.012 0.014
H -4.4384 -3.4276 0.9811 -0.020 0.020 -0.037
H -1.6924 -5.0642 -4.7933 -0.011 -0.008 0.001
H -1.4166 2.2214 5.0583 -0.005 -0.003 0.014
H -1.4634 0.5909 3.1728 -0.004 0.003 -0.010
H -3.8245 -6.1250 4.2253 -0.008 -0.023 0.018
H 5.7620 0.2911 5.0794 0.000 0.005 -0.019
H 0.1134 -5.9371 -1.6170 -0.014 -0.043 -0.011
H -5.2361 -5.2526 2.3957 -0.025 -0.008 -0.009
```
Positions in Å, forces in eV/Å.

Kohn-Sham gap (eV): 6.69
Net charge: 0
HOMO level (eV): -6.601
F_max (eV/A): 1.5
LUMO level (eV): 0.1

---

Molecular formula: C43H38N4P2Ti
Method: DFT, ωB97M-V/def2-TZVPD

The geometry in XYZ format:
```
88
Properties=species:S:1:pos:R:3:forces:R:3
Ti -0.0938 -0.4129 -0.3010 -0.201 0.379 0.024
P -1.2328 0.9212 1.5106 0.434 0.835 -0.712
P 1.5535 0.6175 1.3702 -0.390 0.772 -0.556
N 1.3729 -0.3700 -1.7852 0.176 -0.207 -0.128
N 0.6985 -2.1762 0.2078 0.467 -0.547 0.185
N -1.6813 -1.4397 -0.9881 -0.559 -0.378 0.052
N 0.2801 1.6725 1.7486 -0.049 -0.350 0.555
C 1.5106 -0.2297 -4.3612 0.016 0.138 0.079
C 0.4232 2.9693 2.4548 0.003 0.195 -0.176
C 2.7168 0.5818 2.7001 -0.202 -0.360 -0.004
C 4.9746 0.5743 3.5066 0.037 -0.042 0.001
C 1.6276 -4.7865 0.2042 0.009 -0.032 0.016
C -1.7718 1.5000 -0.1583 -0.158 0.122 0.391
C 3.0074 0.8794 -2.5811 -0.183 0.076 0.050
C -2.3819 1.5656 2.7107 0.106 -0.536 0.022
C -2.3275 1.0002 3.9915 -0.072 0.026 0.024
C 3.1222 0.5952 5.0660 -0.011 -0.043 0.014
C 0.5559 -2.9555 1.2881 0.060 0.161 -0.090
C -1.3877 2.6524 -2.2555 0.038 -0.097 -0.094
C 4.4923 0.5990 4.8112 -0.006 0.010 -0.021
C -3.9260 3.2259 3.4723 -0.003 -0.005 -0.028
C 1.8733 -2.3510 -3.2342 -0.048 0.095 -0.196
C -3.0770 -1.6269 -2.9169 -0.087 -0.117 -0.091
C -3.9926 -2.4265 -2.2166 -0.038 0.029 -0.037
C 1.0290 -4.2557 1.3290 0.031 -0.154 -0.016
C -3.0706 1.5675 5.0121 0.012 -0.036 0.001
C 3.3948 2.3247 -2.5978 -0.065 -0.117 -0.148
C 2.6671 0.2597 -1.2144 0.132 0.181 0.066
C 1.3432 -2.6656 -0.9049 -0.037 0.021 0.218
C -3.1853 2.6751 2.4387 -0.025 0.092 0.056
C -3.6845 -2.7259 -0.8794 -0.128 -0.060 -0.049
C -2.7236 2.4977 -2.5839 0.002 -0.001 -0.004
C 2.2680 -3.7092 -3.2969 0.019 -0.027 -0.062
C -3.5871 1.8153 -1.7195 -0.013 -0.009 -0.035
C -0.9024 2.1519 -1.0436 -0.089 0.160 0.126
C -3.8716 2.6743 4.7492 -0.009 0.002 -0.038
C 1.7798 -4.0020 -0.9542 -0.090 -0.119 -0.122
C -5.2305 -2.9456 -2.8593 0.015 -0.102 0.022
C -1.9537 -1.1629 -2.2878 0.080 0.014 0.166
C 1.5655 0.4967 -3.0614 0.381 0.045 -0.053
C -3.1150 1.3010 -0.5302 -0.016 0.021 0.027
C 3.2661 3.0940 -1.5191 0.011 0.038 0.184
C 2.2273 0.5611 4.0138 0.032 -0.016 0.045
C 2.2940 -4.4944 -2.1797 0.019 -0.062 -0.026
C 2.6962 2.5544 -0.2850 -0.008 0.157 -0.133
C -2.5477 -2.2289 -0.3046 0.099 0.063 -0.069
C 2.3648 1.2614 -0.1246 0.050 -0.361 0.061
C 4.0916 0.5593 2.4412 0.044 0.060 0.030
C 1.7629 -1.5300 -4.4462 0.020 -0.153 0.046
C 1.5215 -1.8152 -2.0132 0.037 0.134 0.097
H -1.2442 -0.5375 -2.8258 0.037 0.060 0.027
H 0.8963 -4.8453 2.2254 0.005 0.012 0.000
H -0.7329 3.2165 -2.9091 -0.007 -0.007 0.016
H 2.5821 -4.1099 -4.2533 0.008 0.002 0.031
H 4.4729 0.5528 1.4275 -0.009 0.049 0.012
H 1.9689 -5.8159 0.2007 0.003 0.020 -0.005
H -0.0450 2.9184 3.4366 -0.017 -0.032 -0.009
H -4.4666 3.1063 5.5438 0.032 0.011 -0.006
H -4.6357 1.7147 -1.9721 0.027 0.002 -0.007
H -3.2324 3.1174 1.4518 0.030 -0.008 0.023
H 2.7601 0.6158 6.0851 0.012 -0.021 -0.005
H 6.0406 0.5733 3.3218 -0.014 -0.001 0.014
H -3.7952 0.7943 0.1462 -0.006 0.000 -0.011
H 0.0346 -2.5286 2.1347 0.001 0.064 0.032
H 2.6708 -5.5095 -2.2254 -0.047 0.014 -0.024
H -4.5465 4.0912 3.2795 -0.009 -0.018 0.019
H 0.1005 2.4118 -0.7258 0.057 -0.005 0.002
H -3.0337 1.1449 6.0074 -0.026 0.000 -0.015
H -0.0442 3.7716 1.8826 0.030 -0.021 -0.020
H -4.3449 -3.3525 -0.2931 -0.004 0.024 0.001
H 2.5186 3.2584 0.5216 0.050 0.000 0.002
H 1.1606 0.5371 4.2097 0.020 0.067 0.002
H -2.3034 -2.4456 0.7263 0.042 0.004 0.046
H 1.4797 3.1920 2.5911 -0.009 -0.019 0.009
H -1.7174 0.1252 4.1884 0.003 0.014 0.009
H 3.5798 4.1295 -1.5277 -0.041 -0.008 -0.011
H 1.8328 -2.0293 -5.4052 -0.021 0.010 0.025
H -5.4572 -2.4379 -3.7932 0.005 0.024 0.006
H 5.1902 0.6173 5.6383 -0.008 0.017 -0.003
H -6.0843 -2.8785 -2.1841 0.015 0.043 0.003
H -3.1078 2.9324 -3.4986 0.001 -0.026 0.011
H 0.8897 1.3456 -3.0359 -0.110 0.017 0.118
H 1.3607 0.3836 -5.2428 0.025 -0.037 -0.001
H 3.3378 -0.5253 -0.8629 0.000 -0.111 -0.044
H -3.2503 -1.3744 -3.9551 0.009 -0.005 0.012
H 3.7438 0.2908 -3.1256 0.006 -0.065 0.027
H -5.1042 -4.0114 -3.0801 0.038 0.020 -0.001
H 3.7894 2.7227 -3.5258 0.026 0.014 0.042
```
Positions in Å, forces in eV/Å.

Kohn-Sham gap (eV): 5.84
Net charge: +4
HOMO level (eV): -18.912
F_max (eV/A): 1.2
Energy above the lowest of the compared OMol25 structures with the same formula, charge and spin (eV): 3.275
LUMO level (eV): -13.1